(P)
DFT (ωB97M-V with the def2-TZVPD basis set) results for an isolated molecule of C22H22N4O4.

Output
HOMO-LUMO gap in eV: 8.12
LUMO in eV: -0.188
Highest occupied orbital energy in eV: -8.31
SMILES: COc1ccc(-n2nc(C(=O)NCC(=O)N3CCCC3)c3ccccc3c2=O)cc1
Net charge: 0

Element x y z (Å)
C (6.5418, 2.3891, -0.5768)
O (5.1969, 2.6385, -0.2419)
C (4.3197, 1.6023, -0.2539)
C (4.6333, 0.2913, -0.5981)
C (3.6590, -0.6910, -0.5776)
C (2.3611, -0.3794, -0.2018)
N (1.3357, -1.3599, -0.1810)
N (0.1428, -0.9017, -0.5506)
C (-0.9114, -1.6546, -0.5571)
C (-2.1759, -0.9678, -0.9864)
O (-3.2899, -1.3745, -0.7279)
N (-1.9335, 0.1601, -1.6893)
C (-2.9896, 1.0356, -2.1319)
C (-3.8725, 1.6230, -1.0191)
O (-5.0711, 1.7359, -1.1798)
N (-3.2669, 2.0425, 0.1047)
C (-1.8531, 2.1110, 0.4125)
C (-1.7876, 3.0737, 1.5984)
C (-3.0925, 2.7778, 2.3340)
C (-4.0794, 2.5779, 1.1899)
C (-0.8612, -3.0381, -0.1634)
C (-1.9599, -3.9058, -0.1713)
C (-1.8023, -5.2179, 0.2146)
C (-0.5568, -5.7002, 0.6140)
C (0.5350, -4.8623, 0.6264)
C (0.3967, -3.5288, 0.2368)
C (1.5753, -2.6613, 0.2615)
O (2.6755, -3.0108, 0.6411)
C (2.0405, 0.9328, 0.1388)
C (3.0064, 1.9116, 0.1103)
H (6.6393, 2.0272, -1.6052)
H (6.9988, 1.6686, 0.1084)
H (7.0502, 3.3473, -0.4835)
H (5.6344, 0.0178, -0.8896)
H (3.9188, -1.7006, -0.8482)
H (-0.9684, 0.4374, -1.7842)
H (-3.6765, 0.4827, -2.7814)
H (-2.5514, 1.8568, -2.7028)
H (-1.4757, 1.1233, 0.7051)
H (-1.2797, 2.4712, -0.4451)
H (-1.7842, 4.1052, 1.2440)
H (-0.9048, 2.9112, 2.2135)
H (-2.9942, 1.8585, 2.9121)
H (-3.3929, 3.5814, 3.0021)
H (-4.5315, 3.5242, 0.8727)
H (-4.8868, 1.8813, 1.4225)
H (-2.9230, -3.5266, -0.4716)
H (-2.6540, -5.8817, 0.2077)
H (-0.4503, -6.7321, 0.9134)
H (1.5125, -5.2047, 0.9305)
H (1.0295, 1.1723, 0.4288)
H (2.7737, 2.9304, 0.3757)

(Q)
DFT (ωB97M-V with the def2-TZVPD basis set) results for an isolated molecule of C22H22N4O4.

Output
HOMO-LUMO gap in eV: 9.61
LUMO in eV: 0.557
Highest occupied orbital energy in eV: -9.05
SMILES: C[C@H](NC(=O)c1nc[nH]c1C(=O)NCc1ccccc1)C(=O)OCc1ccccc1
Net charge: 0

Element x y z (Å)
C (2.4184, -1.1146, -3.6665)
C (1.6343, -1.2262, -2.3633)
N (1.1666, 0.0570, -1.9075)
C (-0.0894, 0.2769, -1.4821)
O (-1.0057, -0.5234, -1.6396)
C (-0.2391, 1.5865, -0.8304)
N (0.8707, 2.3494, -0.5855)
C (0.4496, 3.4248, 0.0187)
N (-0.8869, 3.4086, 0.1852)
C (-1.3593, 2.2433, -0.3445)
C (-2.8196, 2.0023, -0.2694)
O (-3.5371, 2.8501, 0.2474)
N (-3.2391, 0.8545, -0.8088)
C (-4.6251, 0.4383, -0.7514)
C (-4.8045, -0.6520, 0.2740)
C (-4.8613, -1.9857, -0.1047)
C (-4.9884, -2.9793, 0.8506)
C (-5.0518, -2.6476, 2.1929)
C (-4.9863, -1.3189, 2.5783)
C (-4.8624, -0.3261, 1.6234)
C (2.4933, -1.8920, -1.2806)
O (3.3357, -2.7210, -1.4933)
O (2.1620, -1.4233, -0.0808)
C (2.9471, -1.8280, 1.0406)
C (3.9770, -0.7767, 1.3702)
C (3.6684, 0.5694, 1.2168)
C (4.6121, 1.5370, 1.5121)
C (5.8656, 1.1697, 1.9713)
C (6.1750, -0.1707, 2.1290)
C (5.2367, -1.1413, 1.8245)
H (2.8210, -2.0884, -3.9288)
H (1.7724, -0.7628, -4.4657)
H (3.2462, -0.4192, -3.5471)
H (0.7419, -1.8506, -2.5057)
H (1.8470, 0.7650, -1.6626)
H (1.0826, 4.2252, 0.3463)
H (-1.4979, 4.0906, 0.6121)
H (-2.5442, 0.1848, -1.1507)
H (-4.9261, 0.0868, -1.7423)
H (-5.2135, 1.3192, -0.4793)
H (-4.8077, -2.2470, -1.1518)
H (-5.0363, -4.0148, 0.5465)
H (-5.1514, -3.4232, 2.9383)
H (-5.0339, -1.0566, 3.6252)
H (-4.8098, 0.7118, 1.9188)
H (2.2415, -1.9498, 1.8689)
H (3.4271, -2.7870, 0.8210)
H (2.6906, 0.8577, 0.8586)
H (4.3650, 2.5803, 1.3829)
H (6.6011, 1.9256, 2.2031)
H (7.1526, -0.4623, 2.4831)
H (5.4829, -2.1869, 1.9378)

Verdict on stability: (Q) comes out on top.

(P)
DFT (ωB97M-V with the def2-TZVPD basis set) results for a cluster of 2 separate species, C2H7S2 in total.

Output
HOMO-LUMO gap in eV: 5.71
LUMO in eV: 3.349
Highest occupied orbital energy in eV: -2.36
Net charge: -1

Element x y z (Å)
C (-0.2495, -0.5269, -1.3316)
S (-1.9666, 0.0417, -1.7172)
H (0.3528, -0.0707, -2.1171)
H (0.1291, -0.2051, -0.3515)
H (-0.1397, -1.6099, -1.3586)
H (-1.8303, 1.1678, -1.0586)
C (2.4334, -0.0931, 1.2215)
S (0.7617, 0.2747, 1.9360)
H (2.7018, -1.1376, 1.3938)
H (2.4610, 0.0366, 0.1356)
H (3.0864, 0.6483, 1.6753)

(Q)
DFT (ωB97M-V with the def2-TZVPD basis set) results for a cluster of 2 separate species, C2H7S2 in total.

Output
HOMO-LUMO gap in eV: 5.50
LUMO in eV: 2.958
Highest occupied orbital energy in eV: -2.54
Net charge: -1

Element x y z (Å)
S (-3.2189, 0.4275, 1.4632)
H (-3.4420, 1.5861, 2.2147)
C (2.1247, 0.5373, 0.2703)
S (2.1049, -0.2832, -1.2851)
C (0.3410, -0.9794, -0.9995)
H (2.8917, 1.3788, 0.2747)
H (1.1247, 1.0448, 0.3538)
H (2.5146, -0.1002, 1.0427)
H (0.4590, -2.0411, -1.0969)
H (-0.5276, -0.5040, -1.3569)
H (0.0093, -1.0192, 0.0934)

(R)
DFT (ωB97M-V with the def2-TZVPD basis set) results for a cluster of 2 separate species, C2H7S2 in total.

Output
HOMO-LUMO gap in eV: 5.54
LUMO in eV: 3.039
Highest occupied orbital energy in eV: -2.50
Net charge: -1

Element x y z (Å)
S (-3.6596, 1.3630, 0.6084)
H (-3.6337, 1.5716, 1.9039)
C (0.5641, -1.5453, -1.3140)
S (1.9047, -0.7144, -0.0353)
C (1.0699, 0.8364, 0.6716)
H (0.3791, -2.5797, -0.7125)
H (-0.3491, -0.9295, -1.2492)
H (0.9863, -1.4492, -2.3825)
H (1.7008, 1.2763, 1.4602)
H (0.1661, 0.5561, 1.1720)
H (0.8714, 1.6148, -0.1226)

Verdict on stability: (P) comes out on top.

(P)
DFT (ωB97M-V with the def2-TZVPD basis set) results for a cluster of 2 separate species, C6H12NO in total.

Output
HOMO-LUMO gap in eV: 5.49
LUMO in eV: -7.976
Highest occupied orbital energy in eV: -13.47
Net charge: +1

Element x y z (Å)
O (0.0093, -2.3051, -0.0798)
C (0.3623, -1.4151, 0.6340)
C (-0.2251, -0.0619, 0.4192)
C (0.5615, 1.1015, 0.5263)
C (0.8972, 1.7432, -0.8965)
C (-0.5062, 2.7135, -2.7047)
C (-0.1964, 1.7040, -1.9110)
N (-0.5962, -3.6765, 2.7357)
H (1.1648, -1.5274, 1.3703)
H (-1.2010, -0.0870, -0.0575)
H (1.5099, 0.8140, 0.9888)
H (0.0093, 1.8387, 1.1245)
H (1.2603, 2.7530, -0.7416)
H (1.7451, 1.1626, -1.2553)
H (-1.2654, 2.5933, -3.4599)
H (-0.0292, 3.6802, -2.6993)
H (-0.7776, 0.8006, -2.0345)
H (-1.4399, -3.4710, 3.2638)
H (-0.9354, -3.7336, 1.7798)
H (-0.3473, -4.6272, 2.9976)

(Q)
DFT (ωB97M-V with the def2-TZVPD basis set) results for the ion C6H12NO with charge +1.

Output
HOMO-LUMO gap in eV: 11.40
LUMO in eV: -2.958
Highest occupied orbital energy in eV: -14.35
SMILES: C=C[C@H]1[N@H+](C)[C@]1(C)O
Net charge: +1

Element x y z (Å)
C (-2.0784, -0.1958, 1.5572)
C (-1.1097, 0.6985, 1.4484)
C (-0.4121, 0.8796, 0.1369)
N (0.9493, 0.4954, 0.0099)
C (1.9166, 1.3111, -0.6928)
C (-0.0476, -0.4176, -0.6832)
C (-0.0607, -1.8571, -0.1566)
O (-0.1469, -0.2681, -2.0397)
H (-2.2983, -0.6618, 0.6003)
H (-2.4103, -0.3219, 2.5868)
H (-0.9571, 1.5041, 2.2000)
H (-0.8610, 1.6966, -0.5062)
H (1.2707, -0.0138, 0.8668)
H (2.1470, 2.2206, -0.1188)
H (2.7501, 0.7136, -0.8504)
H (1.5293, 1.5683, -1.5925)
H (-0.9845, -1.8406, 0.4767)
H (0.8800, -2.0036, 0.4472)
H (-0.1041, -2.5415, -1.0626)
H (0.0278, -0.9658, -2.6275)

(R)
DFT (ωB97M-V with the def2-TZVPD basis set) results for the ion C6H12NO with charge +1.

Output
HOMO-LUMO gap in eV: 8.95
LUMO in eV: -4.215
Highest occupied orbital energy in eV: -13.17
SMILES: C=CCC[C@H]([NH3+])C=O
Net charge: +1

Element x y z (Å)
C (1.8989, 1.5520, -2.4859)
C (1.8913, 0.7815, -1.4044)
C (1.5452, 0.8563, 0.0723)
C (0.0469, 0.9504, 0.3494)
C (-0.6872, -0.4090, 0.3927)
N (-2.1676, -0.3028, 0.0321)
C (-0.6082, -1.2801, 1.6241)
O (-1.4115, -2.1916, 1.6198)
H (2.2519, 1.0290, -3.3625)
H (1.9215, 2.6481, -2.4294)
H (2.3299, -0.1917, -1.6549)
H (2.2306, 1.5027, 0.7250)
H (1.9870, -0.0923, 0.4932)
H (-0.1257, 1.5242, 1.2671)
H (-0.5679, 1.5214, -0.3718)
H (-0.3121, -1.0600, -0.3993)
H (-2.6550, 0.5978, 0.2156)
H (-2.6315, -1.1021, 0.5131)
H (-2.1902, -0.3235, -0.9850)
H (0.1657, -1.0329, 2.3517)

Verdict on stability: (R) comes out on top.

(P)
DFT (ωB97M-V with the def2-TZVPD basis set) results for an isolated molecule of C2H3F3Si.

Output
HOMO-LUMO gap in eV: 10.72
LUMO in eV: 0.797
Highest occupied orbital energy in eV: -9.92
SMILES: FC(F)=C(F)[SiH3]
Net charge: 0

Element x y z (Å)
F (1.3903, -1.6332, 0.6901)
C (1.4849, -0.4312, 0.1045)
F (2.7286, -0.0938, 0.0145)
C (0.4395, 0.3236, -0.1572)
F (0.7384, 1.6319, -0.6009)
Si (-1.4190, 0.0318, -0.0641)
H (-1.7044, 1.3317, -0.6151)
H (-1.5052, -0.2317, 1.5066)
H (-2.1531, -0.9291, -0.8784)

(Q)
DFT (ωB97M-V with the def2-TZVPD basis set) results for a cluster of 2 separate species, C2H3F3Si in total.

Output
HOMO-LUMO gap (alpha / beta) in eV: 8.65 / 8.02
LUMO (alpha / beta) in eV: -0.934 / -1.577
Highest occupied orbital energy (alpha / beta) in eV: -9.59 / -9.59
Net charge: 0

Element x y z (Å)
C (-1.3884, 1.4732, 0.2880)
C (-0.6043, 1.0841, -0.6770)
F (0.5995, -2.7884, -0.5255)
F (2.6094, -1.3944, -0.3914)
F (1.3548, -1.6261, 1.6322)
Si (1.0835, -1.3798, 0.0672)
H (-2.0101, 2.2942, 0.0909)
H (-1.4298, 1.0345, 1.1944)
H (-0.2146, 1.3028, -1.6790)

Verdict on stability: (Q) comes out on top.